Version a
Entry from the Open Molecules 2025 dataset: one molecule with the formula C6H12N2O3S (ωB97M-V with the def2-TZVPD basis set).

Each line ends with the Mulliken charge.
Geometry (Å):
C: 0.414 -0.396 -0.242  -0.061
C: 1.641 -1.320 -0.282  -0.223
C: 2.442 0.509 0.579  -0.597
C: -1.380 -2.199 -0.114  -1.612
C: 0.816 2.016 -0.419  -1.315
C: -0.950 -0.845 0.410  0.032
N: 1.007 0.802 0.361  0.050
N: 2.748 -0.805 0.060  -0.568
O: -2.114 1.412 1.143  -0.493
O: -3.522 -0.269 0.118  -0.666
O: -1.949 0.969 -1.288  -0.619
S: -2.247 0.336 -0.037  1.185
H: 0.141 -0.207 -1.298  0.339
H: 1.599 -2.315 -0.690  0.473
H: 3.083 1.256 0.102  0.380
H: 2.664 0.511 1.654  0.310
H: -2.383 -2.422 0.238  0.468
H: -1.401 -2.178 -1.201  0.375
H: -0.698 -2.979 0.215  0.412
H: -0.219 2.088 -0.749  0.555
H: 1.070 2.875 0.204  0.280
H: 1.452 2.036 -1.319  0.475
H: -0.896 -0.817 1.496  0.420
H: -1.316 1.941 1.059  0.402

The HOMO energy is -9.33 eV. The multiplicity is 1. The SMILES is C[C@@H]([C@@H]1C=NCN1C)S(=O)(=O)O. The HOMO-LUMO gap is 9.9 eV.

=====

Version b
Entry from the Open Molecules 2025 dataset: one molecule with the formula C6H12N2O3S (ωB97M-V with the def2-TZVPD basis set).

Each line ends with the Mulliken charge.
Geometry (Å):
C: 2.117 0.320 -0.140  0.322
C: 0.814 -0.460 -0.457  0.154
C: 3.186 -0.688 0.318  -1.198
C: -1.575 0.010 -0.723  0.123
C: -2.618 0.995 -0.221  0.401
C: -2.222 -1.425 -0.595  -0.841
H: 2.063 1.152 1.787  0.215
H: 2.117 2.376 0.715  0.200
H: 2.398 0.674 -1.069  0.275
H: 4.178 -0.226 0.241  0.339
H: 3.026 -1.536 -0.390  0.315
H: 3.007 -0.948 1.358  0.360
H: 0.047 1.087 0.351  0.502
H: -1.557 0.164 -1.824  0.193
H: -3.222 -1.304 -0.939  0.521
H: -1.651 -2.196 -1.070  0.418
H: -0.982 -1.510 1.298  0.126
H: -3.135 2.358 0.634  0.377
N: 1.756 1.416 0.846  -0.684
N: -0.236 0.305 -0.242  -0.120
O: 0.852 -1.568 -1.002  -0.696
O: -3.807 0.662 -0.307  -0.616
O: -2.245 2.177 0.292  -0.442
S: -2.310 -1.836 1.138  -0.245

The HOMO energy is -8.90 eV. The multiplicity is 1. The SMILES is C[C@H](N)C(=O)N[C@@H](CS)C(=O)O. The HOMO-LUMO gap is 9.4 eV.

=====

Relative energy table, unit eV: version a 1.190; version b 0.000

=====

Version a
Entry from the Open Molecules 2025 dataset: a 15-piece molecular cluster, H31O15 overall (ωB97M-V with the def2-TZVPD basis set).

Each line ends with the Mulliken charge.
Geometry (Å):
O: 1.736 3.628 -1.489  -0.636
H: 1.801 -1.494 1.104  0.290
H: 1.810 4.555 -1.307  0.261
O: 2.425 -1.183 3.015  -0.683
H: 2.795 -0.280 3.092  0.331
H: 2.999 -1.955 3.051  0.315
O: 1.567 -1.369 0.215  -0.355
H: 2.142 1.581 0.735  0.318
H: 0.658 -1.424 -0.012  0.204
O: 1.946 0.570 -1.880  -0.487
H: 2.137 -0.378 -1.934  0.219
H: 2.795 0.965 -1.699  0.332
O: -2.228 2.550 2.336  -0.647
H: -1.362 2.846 1.977  0.316
H: -2.672 3.390 2.420  0.302
O: 2.808 2.270 0.553  -0.645
H: -1.109 -0.945 2.098  0.376
H: -3.139 2.032 -0.576  0.353
O: -0.973 -1.493 1.327  -0.701
H: -0.252 -2.106 1.547  0.281
H: -2.122 1.012 -0.561  0.380
O: 0.633 -4.056 0.092  -0.520
H: 0.877 -4.362 -0.775  0.285
H: -0.124 -4.621 0.304  0.302
O: -2.656 1.451 0.104  -0.612
H: 2.514 2.415 -0.388  0.285
H: -2.880 -0.270 0.092  0.288
O: 4.440 -0.415 -1.438  -0.645
H: -0.502 3.113 -2.926  0.292
O: -1.159 -0.363 -2.191  -0.718
H: -0.351 -0.486 -1.650  0.184
H: -0.663 -0.478 -3.039  0.400
O: -3.074 -2.439 -1.780  -0.675
H: -3.782 -2.270 -2.393  0.345
H: -2.171 -2.100 -2.175  0.397
O: -3.420 -1.098 0.397  -0.462
H: -2.922 -1.264 1.322  0.489
H: -3.172 -1.637 -0.458  0.592
O: -0.414 2.130 -2.944  -0.563
H: 2.134 3.480 -2.412  0.369
H: -0.074 1.978 -2.044  0.278
O: -1.755 -0.232 3.729  -0.678
H: -2.048 0.628 3.375  0.352
H: -1.170 -0.204 4.482  0.284
H: 4.288 -1.363 -1.462  0.296
H: 4.807 -0.152 -0.584  0.312

The HOMO energy is -13.12 eV. The multiplicity is 1. Its total charge is +1. The HOMO-LUMO gap is 10.3 eV.

=====

Version b
Entry from the Open Molecules 2025 dataset: a 15-piece molecular cluster, H31O15 overall (ωB97M-V with the def2-TZVPD basis set).

Each line ends with the Mulliken charge.
Geometry (Å):
O: 0.206 0.214 3.926  -0.583
H: 0.165 1.178 3.972  0.313
H: 0.529 -0.004 4.809  0.285
O: -0.765 -0.736 -3.740  -0.640
H: 0.182 -0.882 -3.612  0.300
H: -1.051 -0.348 -2.905  0.367
O: 3.349 0.473 1.827  -0.579
H: -2.350 -0.493 2.097  0.415
H: 3.498 1.403 1.616  0.305
O: -3.653 0.611 2.846  -0.668
H: -3.482 1.520 3.130  0.328
H: -4.529 0.699 2.447  0.317
O: -2.075 1.246 0.115  -0.501
H: -2.419 0.899 -0.715  0.250
H: -2.683 1.917 0.440  0.276
O: -1.640 -0.993 1.637  -0.291
H: -1.856 -1.372 0.780  0.334
H: 4.225 0.160 2.080  0.285
O: -3.635 -0.706 -2.107  -0.633
H: -4.020 -0.234 -2.863  0.336
H: -3.103 -1.327 -2.629  0.302
O: 1.408 -1.435 -1.052  -0.455
H: 1.270 -1.474 -0.097  0.262
H: 2.330 -1.149 -1.089  0.294
O: 1.129 4.073 -1.022  -0.631
H: 1.577 3.428 -0.449  0.376
H: 0.675 4.708 -0.456  0.293
O: 0.009 -3.953 -0.767  -0.665
H: -0.636 -1.100 2.022  0.416
O: 0.828 -2.948 -3.889  -0.658
H: 0.778 -2.970 -2.924  0.160
H: -0.101 -2.685 -4.024  0.409
O: -0.888 2.850 2.711  -0.625
H: -0.684 2.051 2.215  0.295
H: -1.372 3.484 2.177  0.288
O: 2.936 2.114 -0.305  -0.691
H: 3.343 2.350 -1.149  0.292
H: 2.350 1.420 -0.637  0.382
O: 0.677 -1.640 2.012  -0.649
H: 1.032 -1.281 2.843  0.354
H: 0.577 -2.598 2.122  0.374
O: 2.386 0.719 -2.492  -0.576
H: 1.581 0.468 -2.953  0.240
H: 3.112 0.593 -3.112  0.282
H: 0.235 -3.101 -1.154  0.382
H: 0.392 -4.662 -1.305  0.337

The HOMO energy is -13.09 eV. The multiplicity is 1. Its total charge is +1. The HOMO-LUMO gap is 10.1 eV.

=====

Relative energy table, unit eV: version a 1.176; version b 0.000